Record 1
{
  "formula": "C4H12NS",
  "method": "ωB97M-V/def2-TZVPD",
  "total_energy_ev": -16655.78855,
  "multiplicity": 1,
  "charge": 1,
  "de_lowest_ev": 5.871,
  "elements": ["C", "C", "C", "S", "C", "N", "H", "H", "H", "H", "H", "H", "H", "H", "H", "H", "H", "H"],
  "xyz": [[1.27213, -1.04147, -0.84287], [0.60923, 0.32778, -1.04649], [0.17909, 0.92857, 0.27467], [-1.17830, 0.04428, 1.02003], [-2.37034, 0.49266, -0.23975], [2.41177, -0.73241, 0.16577], [0.66458, -1.97357, -1.00085], [1.85021, -1.12175, -1.83416], [0.02959, 0.24618, -1.93791], [1.37231, 1.03797, -1.47626], [-0.14943, 1.89649, -0.03999], [1.04324, 1.16112, 1.01077], [-2.39474, -0.06880, -1.16348], [-2.22791, 1.48987, -0.65978], [-3.40866, 0.59488, 0.05399], [3.15939, -0.33929, -0.39716], [1.01397, -1.26992, 0.39984], [2.87716, -1.48006, 0.69078]],
  "forces_ev_per_angstrom": [[1.451, 1.308, -2.499], [2.395, 0.110, -0.086], [0.648, 1.363, 0.151], [0.121, -0.061, 0.159], [-0.907, 0.810, -1.376], [0.571, -1.538, 1.403], [0.441, 0.057, 0.944], [-0.839, -0.743, 1.144], [-1.776, 0.054, 0.045], [-0.076, -0.755, 0.634], [-0.573, 0.885, 0.392], [-1.449, -0.943, -1.302], [0.272, -0.932, 0.087], [0.727, 0.331, 0.562], [-0.037, -0.643, 0.871], [-0.304, 0.506, -0.043], [-0.106, 0.455, -0.657], [-0.560, -0.264, -0.429]]
}

Record 2
{
  "formula": "C11H23LiNO10",
  "method": "ωB97M-V/def2-TZVPD",
  "total_energy_ev": -33947.92062,
  "multiplicity": 1,
  "charge": -1,
  "de_lowest_ev": 4.221,
  "elements": ["Li", "C", "C", "N", "C", "C", "C", "C", "C", "O", "C", "H", "H", "H", "H", "H", "H", "H", "H", "H", "H", "H", "H", "H", "H", "H", "H", "H", "H", "H", "H", "O", "C", "O", "O", "H", "O", "C", "O", "O", "H", "O", "C", "O", "O", "H"],
  "xyz": [[5.01382, 0.77913, 0.72474], [-0.67572, 0.42108, -2.37958], [-2.01280, 1.19248, -2.10855], [-2.74242, 0.50235, -0.88289], [-1.91217, 0.82848, 0.38363], [-4.16779, 1.12311, -0.77982], [-4.32004, 2.73121, -1.03015], [-2.90172, -1.02885, -1.08624], [-3.85652, -1.85996, -0.14203], [-3.54929, -1.70856, 1.26675], [-2.39173, -2.30289, 1.70203], [-0.81836, -0.50899, -2.92978], [0.02325, 0.36016, -1.54540], [-0.19898, 1.08614, -3.09966], [-2.60309, 0.98080, -3.00009], [-1.98459, 2.25211, -1.85464], [-1.99636, 1.89933, 0.56877], [-0.92982, 0.35775, 0.34468], [-2.60885, 0.39929, 1.10371], [-4.51759, 0.85344, 0.21668], [-4.71893, 0.62214, -1.57567], [-5.38895, 2.92653, -0.94431], [-4.01236, 3.11597, -2.00246], [-3.67222, 3.21645, -0.30009], [-1.87003, -1.38056, -1.08462], [-3.16205, -1.16785, -2.13554], [-3.77085, -2.93346, -0.31039], [-4.90353, -1.59361, -0.28675], [-2.44634, -2.20013, 2.78580], [-1.40005, -1.99036, 1.37491], [-2.31584, -3.37788, 1.53850], [2.25762, 5.04659, 0.61254], [3.05592, 4.04644, 0.64725], [3.16429, 3.49324, 1.70463], [3.70898, 3.68544, -0.32620], [1.77558, 4.93589, 1.43533], [4.19626, -4.78855, 1.10197], [3.34730, -3.92834, 0.53383], [3.46310, -2.70463, 0.83025], [2.49591, -4.29256, -0.28167], [4.81857, -4.13958, 1.43834], [9.82865, -1.19445, 2.35509], [8.56411, -1.04699, 2.05812], [7.72367, -1.78654, 2.59702], [8.28146, -0.31320, 1.10407], [10.13054, -0.60763, 1.65787]],
  "forces_ev_per_angstrom": [[0.180, 0.035, 0.213], [-0.352, 1.971, -0.472], [0.356, -3.023, 0.868], [-0.430, 1.291, -0.653], [-2.558, -0.604, -0.415], [0.887, 1.346, -0.969], [0.862, -2.211, 0.515], [0.673, 0.108, -0.005], [1.160, 0.783, 1.084], [-1.480, 1.295, -2.116], [1.352, -1.563, 1.679], [-0.111, -0.068, 0.473], [-0.226, -0.248, -0.039], [0.382, -0.067, -0.093], [-0.470, 0.440, 0.194], [0.444, -0.305, -0.129], [0.748, -0.010, -0.410], [-0.238, 0.357, 0.088], [0.858, -0.334, 0.657], [-0.235, 0.079, -0.189], [-0.175, -0.128, 0.277], [0.202, 0.211, 0.471], [0.016, -0.563, -0.134], [-0.591, 0.373, 0.206], [-0.081, -0.288, 0.572], [-0.540, 0.118, 0.025], [0.273, 0.033, -0.827], [0.111, 0.199, 0.144], [0.355, 0.094, 0.020], [-0.170, 0.979, -0.419], [-0.615, -0.355, -0.324], [-3.403, 3.865, -1.157], [3.313, -2.642, -1.597], [-0.316, -2.587, 5.486], [0.620, 0.195, -3.102], [-0.041, 0.417, 0.324], [0.767, -0.812, 0.265], [-2.205, 2.856, -1.646], [1.030, 0.435, 0.962], [-0.552, -1.915, -0.403], [0.667, -0.099, 0.693], [2.821, 0.271, 0.630], [-4.923, -2.727, -0.189], [0.218, -0.110, 1.365], [0.195, 2.615, -1.790], [1.224, 0.291, -0.131]]
}

Record 3
{
  "formula": "C5H11N3O",
  "method": "ωB97M-V/def2-TZVPD",
  "smiles": "CCC(C)=O.N=C=NN",
  "total_energy_ev": -11878.53488,
  "multiplicity": 1,
  "charge": 0,
  "de_lowest_ev": 3.236,
  "elements": ["C", "C", "C", "C", "O", "H", "H", "H", "H", "H", "H", "H", "H", "N", "C", "N", "N", "H", "H", "H"],
  "xyz": [[1.70222, -0.74243, 2.20811], [1.29802, 0.39162, 1.27252], [-0.22782, 0.20241, 0.79744], [-0.90878, 1.52688, 0.55377], [-0.84284, -0.78973, 1.13081], [1.01202, -0.83585, 3.04430], [1.68684, -1.68308, 1.66116], [2.69240, -0.57866, 2.62924], [1.98550, 0.47545, 0.42830], [1.38886, 1.33031, 1.82729], [-1.84171, 1.59474, 1.10845], [-0.26527, 2.38394, 0.72849], [-1.14799, 1.59353, -0.50870], [0.33516, -0.22946, -3.78615], [-0.28039, -0.11695, -2.74517], [-0.91616, -0.39857, -1.74635], [-2.05610, -1.14303, -1.48211], [0.48154, 0.38697, -4.56621], [-2.09219, -1.97851, -2.06262], [-2.00332, -1.38958, -0.49257]],
  "forces_ev_per_angstrom": [[-0.007, -0.119, -0.319], [-0.829, -0.822, -0.285], [1.196, 1.233, 3.270], [-0.242, 0.058, -1.403], [0.300, 0.064, -0.908], [-0.123, 0.034, -0.049], [0.092, -0.129, 0.135], [0.128, -0.003, -0.131], [-0.096, -0.053, -0.131], [-0.400, 0.082, -0.273], [0.054, -0.067, 0.099], [0.091, -0.081, 0.380], [-0.258, -0.011, 0.051], [1.490, 0.024, -0.421], [-2.510, -1.779, 0.103], [1.573, 0.883, 0.002], [-0.224, 0.126, -0.240], [-0.405, 0.394, 0.305], [0.146, 0.117, 0.074], [0.026, 0.050, -0.260]]
}

Record 4
{
  "formula": "C16H23N5O",
  "method": "ωB97M-V/def2-TZVPD",
  "total_energy_ev": -26454.15727,
  "multiplicity": 1,
  "charge": 0,
  "de_lowest_ev": 8.498,
  "elements": ["C", "C", "N", "C", "N", "C", "N", "N", "C", "C", "H", "C", "H", "H", "H", "C", "H", "H", "C", "O", "N", "H", "C", "C", "H", "H", "C", "H", "H", "C", "C", "C", "C", "H", "H", "H", "H", "H", "H", "H", "H", "H", "H", "H", "H"],
  "xyz": [[-4.19565, 0.81830, 2.15999], [-2.75433, 1.09523, 2.22566], [-2.23694, 1.12006, 1.03742], [-0.77436, 1.24889, 0.98899], [0.19832, 1.44468, -0.07417], [1.38996, 1.32272, 0.52948], [1.42314, 1.25319, 1.88975], [-0.08678, 1.37376, 2.05625], [-0.67696, 1.30623, 3.24522], [-1.99323, 1.16306, 3.36317], [-2.72891, 0.98649, 4.16967], [0.13140, 1.37611, 4.39181], [0.87995, 2.47646, 4.53460], [0.86985, 0.52279, 4.55626], [-0.39682, 1.40686, 5.38780], [2.61618, 1.27543, -0.23332], [2.67151, 2.27565, -0.83726], [3.46359, 1.41984, 0.45557], [2.55125, 0.18836, -1.06298], [3.69000, -0.67988, -1.03854], [1.64206, -0.04304, -1.96776], [0.79038, 0.24531, -1.76183], [1.38592, -1.39528, -2.67486], [1.13257, -2.69981, -1.75709], [0.78371, -3.24475, -2.56363], [1.94455, -2.65215, -1.08570], [0.07138, -2.22089, -0.83786], [-0.28388, -1.25463, -0.58791], [0.10113, -3.00347, 0.01806], [-1.40178, -2.68680, -1.44783], [-1.69423, -2.27566, -3.03915], [-0.97051, -0.82675, -3.45532], [0.43956, -1.04655, -3.77210], [0.69630, -1.76934, -4.54960], [0.85439, -0.08818, -4.28924], [-1.29212, -0.31225, -2.52974], [-1.58750, -0.36491, -4.28090], [-1.07823, -3.28864, -3.48711], [-2.67555, -2.32916, -3.25981], [-2.28527, -2.32144, -1.02820], [-1.53209, -3.80607, -1.25787], [2.48582, -1.79919, -3.13094], [-4.46075, 0.78373, 0.98861], [-4.51538, 1.70330, 2.59519], [-4.51401, -0.05462, 2.44484]],
  "forces_ev_per_angstrom": [[1.427, 3.825, -5.343], [0.568, -1.823, -3.061], [4.902, 0.653, -2.421], [-1.103, 1.642, -4.788], [-3.091, -1.620, 0.987], [-2.223, 0.934, 2.960], [-3.546, 0.836, -1.752], [3.869, -1.297, 2.857], [0.037, 0.136, 1.605], [-3.003, -0.249, 0.883], [1.851, 0.449, 0.814], [4.906, 2.261, 5.485], [-2.238, -3.394, -1.024], [-0.742, 1.129, -0.809], [-0.078, -0.066, -1.388], [0.711, 6.306, 1.698], [-0.348, -1.693, 0.639], [-0.126, -1.070, -0.531], [8.985, -8.871, -2.909], [-5.797, 4.154, 0.070], [2.296, -4.170, -1.639], [-4.763, 2.846, 1.112], [5.799, -0.459, 0.005], [-0.701, 7.359, -0.030], [0.002, -2.765, -0.603], [1.949, -1.641, -0.387], [-5.727, -5.343, 0.867], [1.497, 1.397, 0.615], [-0.087, 2.113, -0.418], [0.822, -1.007, -2.116], [7.515, -2.528, 1.253], [-4.418, -2.811, 0.784], [2.490, 1.862, -2.012], [-1.113, -0.346, -0.154], [-0.503, -1.325, 1.067], [1.047, 0.653, -0.440], [0.908, -0.541, 0.698], [-1.915, 3.074, 0.023], [-3.250, -0.201, -0.715], [-0.905, 1.267, 1.812], [0.391, 1.211, -0.876], [-2.846, 1.897, 0.747], [0.490, 0.570, 2.682], [-2.249, 1.243, 1.061], [-1.689, -4.597, 2.692]]
}

Record 5
{
  "formula": "CH4N2O2S",
  "method": "ωB97M-V/def2-TZVPD",
  "total_energy_ev": -19008.55464,
  "multiplicity": 1,
  "charge": 0,
  "de_lowest_ev": 3.369,
  "elements": ["C", "N", "N", "O", "O", "S", "H", "H", "H", "H"],
  "xyz": [[-0.69597, -0.67308, 0.73175], [1.36171, 1.33912, 0.31232], [1.00309, 1.41296, -0.79774], [0.53923, -1.38529, -1.52829], [-1.54676, 0.06060, -1.69758], [-0.31488, -0.33674, -1.03348], [-0.73389, 0.09785, 1.50832], [-1.66386, -1.11195, 0.78915], [0.16663, -1.39923, 0.82843], [1.88469, 1.99575, 0.88712]],
  "forces_ev_per_angstrom": [[2.106, -0.918, -0.220], [-0.783, -1.735, 2.085], [-0.958, -0.412, -1.074], [-0.367, -0.098, 0.094], [0.972, -0.388, 0.190], [-0.313, 2.546, 0.205], [0.658, 0.264, -0.736], [-0.619, -0.813, -0.501], [-1.308, 0.606, 0.956], [0.612, 0.949, -0.998]]
}

Record 6
{
  "formula": "C6H9ClS",
  "method": "ωB97M-V/def2-TZVPD",
  "total_energy_ev": -29723.00488,
  "multiplicity": 1,
  "charge": 0,
  "de_lowest_ev": 2.133,
  "elements": ["C", "C", "C", "C", "C", "C", "H", "H", "H", "H", "H", "H", "H", "H", "H", "S", "Cl"],
  "xyz": [[-0.18086, -1.00822, -0.79770], [-0.53802, 0.48260, -0.80967], [-0.82978, 1.01515, 0.54747], [0.21670, 0.03292, 1.35398], [0.90057, -0.52882, 0.09546], [0.95326, 0.65922, -1.01907], [-1.80073, -1.01141, 0.96077], [0.23455, -1.44894, -1.68151], [-1.10632, 0.70512, -1.65927], [-1.69669, 0.74532, 0.86001], [-0.59994, 2.00311, 0.69502], [1.09249, 0.44886, 1.93090], [-0.28216, -0.63294, 2.04496], [1.44607, 1.65482, -0.62055], [1.25713, 0.23256, -1.95624], [-1.54368, -1.97860, -0.05857], [2.47738, -1.37076, 0.11403]],
  "forces_ev_per_angstrom": [[-2.467, -0.827, 2.335], [0.794, 0.355, -2.835], [5.899, -2.642, -0.307], [2.234, 1.827, -0.541], [1.912, 0.564, -1.031], [0.835, 1.721, 3.807], [0.092, -1.751, -1.546], [-0.446, -0.123, -0.644], [-1.477, 0.977, -0.853], [-5.881, -0.936, 2.005], [0.372, 2.404, 0.136], [-1.297, 0.453, -0.351], [0.068, -0.496, -0.311], [-0.769, -1.922, -1.255], [0.672, 0.354, -0.264], [-0.212, 0.450, 0.876], [-0.328, -0.408, 0.781]]
}